{
  "formula": "C3H4NO",
  "method": "the ωB97M-V functional and the def2-TZVPD basis",
  "lumo_ev": [-5.20, -7.78],
  "relative_energy_kcal_mol": 39.1,
  "fmax_ev_per_a": 8.6,
  "s_squared": 2.007,
  "e_homo_ev": [-11.17, -18.09],
  "gap_ev": [6.0, 10.3],
  "total_charge": 1,
  "spin_multiplicity": 3,
  "elements": ["C", "H", "N", "H", "H", "C", "C", "O", "H"],
  "coordinates": [[0.00584, 0.67271, -0.05037], [-0.15627, 1.49471, 0.73390], [-1.00920, -0.19828, 0.08332], [-0.15657, 1.27449, -0.98030], [-2.25851, -2.04388, -0.03670], [1.48321, 0.07130, 0.03935], [-1.71483, -1.08244, -0.02147], [1.74719, -1.07302, -0.01486], [2.05913, 0.88441, 0.24713]],
  "atomic_forces_ev_per_a": [[2.2, 3.8, 0.4], [0.6, -1.3, -0.6], [-1.8, -2.4, -0.4], [0.2, -0.8, 0.2], [0.1, 1.0, -0.1], [-5.1, 6.9, -0.5], [-0.3, -1.2, 0.4], [1.7, -7.9, -0.3], [2.4, 1.9, 0.9]]
}